1.
C23H36F4N3O5 | wB97M-V/def2-TZVPD

Geometry as ORCA input:
```
! RIJCOSX wB97M-V def2-TZVPD def2/J DEFGRID3
* xyz 1 1
F 3.820 4.305 0.465
F -1.852 0.254 1.499
F 2.636 2.582 -0.107
F 2.961 4.198 -1.507
O -1.194 -2.378 5.618
O -3.356 -2.872 -1.531
O 5.519 2.339 -0.052
O 5.013 2.605 -2.236
O -0.995 -4.587 0.406
N -2.957 -1.623 -3.394
N -1.475 -0.165 -0.794
N -1.315 -2.241 0.438
C -0.833 0.435 -2.009
C -4.574 1.161 1.069
C -2.957 -2.910 -4.109
C 0.792 -0.982 0.040
C -2.887 -0.605 -1.070
C -0.601 -1.358 -0.455
C 0.944 0.232 0.976
C -1.504 0.890 -3.075
C 3.542 3.490 -0.547
C 4.797 2.763 -1.072
C 6.723 1.602 -0.383
C -3.809 2.104 0.431
C -1.157 -3.445 0.382
C -1.481 0.864 0.345
C 0.955 -0.068 2.501
C 7.866 2.539 -0.697
C 0.734 -1.567 4.482
C -0.049 1.355 0.588
C -4.110 -0.807 -3.872
C -3.075 -1.811 -2.014
C 0.079 -2.776 5.117
C -2.343 2.089 0.044
C 0.361 -1.384 2.999
H -3.485 0.233 -1.423
H -3.924 -3.410 -4.023
H -0.728 -1.372 2.963
H 6.522 0.920 -1.207
H 0.561 -0.657 5.057
H -3.300 -0.903 -0.112
H -1.919 2.916 0.615
H -4.296 3.051 0.188
H -1.551 -3.099 6.144
H -2.311 1.613 -3.026
H -0.145 1.989 1.471
H -2.154 -3.543 -3.745
H -0.011 -3.590 4.388
H -4.964 1.389 2.058
H 0.706 -3.149 5.934
H -4.890 0.227 0.615
H 1.250 -1.871 0.469
H -1.153 0.547 -4.044
H 1.818 -1.733 4.504
H -4.001 0.223 -3.542
H 7.657 3.128 -1.589
H 1.388 -0.776 -0.853
H 0.411 0.727 3.015
H 0.294 2.013 -0.210
H -5.042 -1.218 -3.477
H -2.222 2.395 -1.001
H 0.754 -2.263 2.486
H 8.780 1.970 -0.864
H 1.985 -0.016 2.860
H -0.462 -1.873 -1.411
H 8.029 3.232 0.128
H -2.801 -2.689 -5.164
H 6.943 1.005 0.499
H -4.127 -0.828 -4.958
H 0.240 0.554 -1.966
H 1.931 0.628 0.748
*
```

Output
* calculated total energy: -50000.8070 eV
* gap between HOMO and LUMO: 0.274 hartree
* max |F|: 2.05 eV/A

2.
C16H17N7OS | wB97M-V/def2-TZVPD

Geometry as ORCA input:
```
! RIJCOSX wB97M-V def2-TZVPD def2/J DEFGRID3
* xyz 0 1
S 0.098 -2.361 -2.984
O 1.657 3.555 1.926
N 1.846 -0.991 -1.555
N -0.731 -2.072 0.033
N -2.940 -2.560 0.721
N 0.129 0.237 -2.613
N -3.810 -4.615 0.202
N -1.736 -4.095 -0.617
N -1.994 -0.573 1.278
C -1.034 0.429 1.415
C 3.028 3.320 2.134
C 1.794 1.371 -1.372
C 0.829 2.481 1.770
C -0.752 -3.216 -0.634
C -2.806 -3.729 0.103
C 0.626 1.370 -2.136
C 0.317 0.139 1.553
C -1.864 -1.771 0.668
C 0.755 -0.882 -2.296
C 0.389 -3.476 -1.559
C -0.529 2.772 1.633
C 1.239 1.154 1.736
C -1.448 1.760 1.467
C 2.363 0.138 -1.107
C -0.115 2.627 -2.441
H 2.278 0.891 1.858
H 0.369 -4.496 -1.931
H 3.487 2.812 1.278
H -3.772 -5.440 -0.369
H 0.645 -0.885 1.513
H 3.271 0.034 -0.525
H 3.481 4.303 2.252
H -0.839 3.805 1.667
H -2.939 -0.356 1.565
H -2.497 1.997 1.372
H -0.969 2.404 -3.073
H 0.537 3.339 -2.944
H -4.674 -4.322 0.621
H 2.218 2.291 -1.005
H 1.349 -3.198 -1.132
H -0.458 3.080 -1.511
H 3.202 2.730 3.039
*
```

Output
* calculated total energy: -40182.9398 eV
* gap between HOMO and LUMO: 0.317 hartree
* max |F|: 0.67 eV/A

3.
C16H14N2S2 | wB97M-V/def2-TZVPD

Geometry as ORCA input:
```
! RIJCOSX wB97M-V def2-TZVPD def2/J DEFGRID3
* xyz 0 1
S 0.710 -0.184 1.300
S -5.064 1.420 -1.747
N -2.550 0.752 -0.538
N -1.316 0.491 -0.254
C -1.908 0.070 2.026
C 5.639 -0.491 -0.205
C -7.112 1.401 -0.199
C -3.507 0.696 0.382
C -4.835 1.011 -0.076
C 4.813 -1.561 -0.528
C -6.020 1.046 0.613
C -0.970 0.157 0.980
C 3.736 0.954 -0.002
C 1.416 0.096 -0.377
C 5.103 0.757 0.057
C -6.747 1.630 -1.490
C 5.396 -2.908 -0.831
C -3.212 0.347 1.719
C 2.894 -0.102 -0.330
C 3.443 -1.352 -0.585
H 6.708 -0.639 -0.156
H 5.728 -2.944 -1.869
H 6.258 -3.107 -0.198
H -7.375 1.913 -2.311
H 4.660 -3.693 -0.683
H -1.588 -0.205 3.019
H 1.141 1.112 -0.656
H -8.122 1.482 0.161
H -3.990 0.303 2.466
H -6.112 0.827 1.662
H 5.754 1.580 0.311
H 2.789 -2.176 -0.832
H 0.921 -0.611 -1.040
H 3.317 1.928 0.207
*
```

Output
* calculated total energy: -41469.1540 eV
* gap between HOMO and LUMO: 0.303 hartree
* max |F|: 1.36 eV/A

4.
C30H32IrN3S4 | wB97M-V/def2-TZVPD

Geometry as ORCA input:
```
! RIJCOSX wB97M-V def2-TZVPD def2/J DEFGRID3
* xyz 1 2
Ir 0.260 -0.625 1.116
S 0.357 0.689 2.993
S 0.353 -2.162 -0.693
S -0.794 -2.255 2.413
S 2.215 -1.858 1.683
N -1.311 0.635 0.447
N -2.392 -1.872 -1.079
N -1.052 1.515 -0.535
C 4.005 -2.469 -2.466
C -0.592 -0.655 6.610
C -0.680 -1.645 4.000
C -0.177 0.142 5.582
C -1.045 -1.971 6.365
C 1.422 0.644 0.066
C 2.820 1.811 -2.924
C 4.425 1.937 -1.006
C 2.073 1.402 -0.624
C -2.049 3.421 -1.778
C -1.086 -2.455 5.091
C -3.749 -1.735 -0.948
C -1.791 -1.220 -2.030
C -4.520 -0.906 -1.800
C -4.332 -2.444 0.067
C -2.574 0.835 0.819
C 4.824 -2.416 -1.346
C 2.096 -2.183 -1.052
C 2.663 3.703 -1.282
C -2.506 -0.363 -2.917
C -3.874 -0.214 -2.806
C -0.195 -0.336 4.250
C -0.307 -1.387 -2.180
C -2.113 2.305 -0.792
C -3.211 0.085 1.932
C 2.984 2.214 -1.452
C -3.124 1.871 0.035
C 4.281 -2.235 -0.084
C 2.906 -2.099 0.081
C 2.630 -2.364 -2.317
H 5.897 -2.502 -1.458
H -0.113 -2.056 -3.023
H -3.025 3.891 -1.872
H 3.020 0.745 -3.052
H 5.122 2.534 -1.599
H -1.338 4.183 -1.457
H -3.716 -3.073 0.702
H -3.191 -0.992 1.745
H 3.516 2.373 -3.549
H 3.333 4.306 -1.898
H 0.191 -0.433 -2.368
H -1.352 -2.593 7.195
H -5.399 -2.389 0.249
H -4.116 2.284 0.114
H -1.421 -3.464 4.885
H 2.781 4.008 -0.242
H -1.959 0.166 -3.689
H -2.669 0.252 2.864
H 1.997 -2.427 -3.194
H -5.590 -0.828 -1.655
H -4.419 0.435 -3.477
H 1.805 2.019 -3.274
H -0.051 1.654 -0.735
H -4.242 0.411 2.066
H 4.669 0.882 -1.137
H 4.558 2.190 0.046
H 1.636 3.919 -1.587
H -0.565 -0.283 7.625
H 4.923 -2.170 0.785
H 4.430 -2.598 -3.452
H 0.187 1.144 5.768
H -1.737 3.073 -2.764
*
```

Output
* calculated total energy: -82272.7663 eV
* gap between HOMO and LUMO (spin up / spin down): 0.098 / 0.102 hartree
* max |F|: 0.88 eV/A
* ⟨S²⟩: 0.77

5.
C8H14AlClF6LuO | wB97M-V/def2-TZVPD

Geometry as ORCA input:
```
! RIJCOSX wB97M-V def2-TZVPD def2/J DEFGRID3
* xyz -1 1
Lu 0.310 -0.299 0.364
Cl -1.063 -2.350 -0.253
Al 0.487 -2.291 -2.032
F -0.808 3.834 -0.325
F -1.909 1.979 -0.760
F 0.294 1.898 -0.534
F -3.378 2.135 1.606
F -2.379 3.978 2.242
F -2.247 2.166 3.476
O -1.035 0.766 1.489
C 0.279 2.708 2.168
C -0.713 -1.684 -3.484
C -0.918 2.540 -0.024
C 1.041 -4.186 -2.057
C 1.732 -0.887 -1.460
C -0.953 2.158 1.486
C 1.489 -0.861 2.182
C -2.267 2.622 2.196
H 1.173 2.314 1.678
H 0.272 2.379 3.207
H 2.133 -4.238 -1.971
H 0.613 -4.766 -1.228
H 1.894 -0.017 2.756
H 2.695 -1.271 -1.060
H 0.752 -4.686 -2.989
H -0.811 -2.457 -4.257
H -1.723 -1.431 -3.136
H 0.719 -1.344 2.796
H 0.293 3.798 2.115
H -0.282 -0.789 -3.950
H 2.015 -0.134 -2.228
H 2.295 -1.583 1.988
*
```

Output
* calculated total energy: -79620.7833 eV
* gap between HOMO and LUMO: 0.243 hartree
* max |F|: 2.21 eV/A